(1)
Density functional theory data (wB97M-V/def2-TZVPD) for a 2-piece molecular cluster, C10H16 overall.

Results
- E_LUMO: 1.0 eV
- E_HOMO: -0.33097 Eh
- HOMO-LUMO gap: 9.970 eV
- Energy above the lowest of the compared OMol25 structures with the same formula, charge and spin: 0.793 eV

ORCA input file:
```
! RIJCOSX wB97M-V def2-TZVPD def2/J DEFGRID3
* xyz 0 1
C -2.644 -0.619 1.317
C -1.218 -0.768 0.792
C -0.895 0.392 -0.178
C -0.741 1.648 0.380
C -0.422 2.749 -0.440
C -0.379 2.610 -1.820
C -0.600 1.318 -2.359
C -0.763 0.196 -1.567
H -2.813 0.355 1.738
H -2.759 -1.353 2.120
H -3.375 -0.851 0.521
H -0.562 -0.640 1.654
H -1.274 -1.725 0.224
H -0.880 1.773 1.457
H -0.214 3.717 -0.066
H -0.220 3.458 -2.464
H -0.620 1.126 -3.416
H -0.859 -0.796 -1.956
C 2.283 -1.302 1.128
C 3.078 -1.883 -0.087
H 1.275 -1.689 1.113
H 2.774 -1.596 2.040
H 2.104 -0.252 0.958
H 2.637 -2.805 -0.391
H 4.120 -1.983 0.136
H 2.965 -1.081 -0.835
*
```


(2)
Density functional theory data (wB97M-V/def2-TZVPD) for C10H16BCl3F4OTc as an isolated structure.

Results
- E_LUMO (alpha / beta): 4.8 / 4.8 eV
- E_HOMO (alpha / beta): -0.05819 / -0.05822 Eh
- HOMO-LUMO gap (alpha / beta): 6.397 / 6.403 eV
- Energy above the lowest of the compared OMol25 structures with the same formula, charge and spin: 0.000 eV

ORCA input file:
```
! RIJCOSX wB97M-V def2-TZVPD def2/J DEFGRID3
* xyz -2 4
C -0.637 0.898 -1.448
C -1.401 -0.288 -1.404
C -0.565 -1.365 -1.071
C -2.823 -0.401 -1.820
C 0.791 -0.857 -0.860
C 0.733 0.592 -1.082
C 1.926 1.435 -1.341
C -1.094 2.184 -1.994
C -0.988 -2.783 -1.075
C 2.051 -1.615 -0.937
Tc 0.548 0.162 0.971
Cl -4.350 -0.839 1.364
Cl -0.530 2.157 1.376
Cl 0.241 -1.846 1.994
H -3.380 0.498 -1.520
H -3.326 -1.231 -1.311
H -2.933 -0.530 -2.910
H -1.929 -2.869 -0.527
H -0.245 -3.422 -0.598
H -1.171 -3.165 -2.089
H 1.848 -2.686 -0.850
H 2.745 -1.327 -0.139
H 2.547 -1.434 -1.899
H 2.574 0.996 -2.117
H 2.531 1.543 -0.430
H 1.645 2.437 -1.656
H -2.022 2.526 -1.531
H -1.285 2.071 -3.065
H -0.326 2.946 -1.861
O 2.025 0.601 1.895
H 2.142 0.952 2.858
F 0.048 0.287 4.101
B 0.911 0.929 5.053
F 0.167 1.756 5.914
F 1.667 -0.021 5.778
F 1.864 1.709 4.232
*
```


In order of appearance, F_max = 2.4 2.8 eV/A.